Record 1
Entry from the Open Molecules 2025 dataset: C4H11NS in the gas phase (the ωB97M-V functional and the def2-TZVPD basis).

Calculated values
SMILES: CCNCCS
strongest force on any atom: 2.72 eV/Å
Kohn-Sham gap: 9.95 eV
calculated total energy: -611.89953 Eh
relative energy (zero: lowest compared OMol25 entry of this formula, charge and spin): 1.1591 eV

Cartesian coordinates (Å):
C  -0.23  1.60  -2.10
C  0.18  0.97  -0.76
N  -0.66  -0.26  -0.63
C  -0.25  -1.19  0.40
C  0.69  -0.78  1.58
S  0.68  -1.60  3.20
H  0.23  2.58  -2.29
H  -0.04  0.98  -3.02
H  -1.33  1.71  -2.00
H  0.19  1.71  0.05
H  1.22  0.60  -0.77
H  -1.56  0.15  -0.44
H  0.18  -2.12  -0.04
H  -1.15  -1.63  0.84
H  1.72  -0.85  1.14
H  0.69  0.30  1.78
H  -0.55  -2.18  3.05

***

Record 2
Entry from the Open Molecules 2025 dataset: a molecular structure, C34H36As2BrCsF3N2O2S (the ωB97M-V functional and the def2-TZVPD basis).

Calculated values
charge: -1
strongest force on any atom: 2.78 eV/Å
Kohn-Sham gap: 5.83 eV
calculated total energy: -9340.75340 Eh
relative energy (zero: lowest compared OMol25 entry of this formula, charge and spin): 1.0610 eV

Cartesian coordinates (Å):
Cs  0.13  1.06  0.30
C  -1.79  1.80  4.59
As  -1.63  0.42  3.20
C  -3.31  0.92  2.29
C  -2.34  -1.13  4.22
C  -2.62  -1.07  5.58
C  -3.00  -2.20  6.29
C  -3.09  -3.42  5.65
C  -2.81  -3.50  4.29
C  -2.43  -2.37  3.57
As  -1.96  -2.49  1.66
C  -3.35  -3.74  1.09
C  -0.52  -3.80  1.84
H  -2.76  1.75  5.09
H  -1.70  2.75  4.08
H  -0.98  1.71  5.31
H  -4.13  1.00  3.02
H  -3.56  0.18  1.53
H  -3.16  1.89  1.81
H  -2.54  -0.12  6.11
H  -3.21  -2.13  7.35
H  -3.38  -4.31  6.19
H  -2.87  -4.46  3.80
H  -3.49  -4.56  1.79
H  -3.06  -4.15  0.12
H  -4.29  -3.20  0.97
H  -0.83  -4.66  2.43
H  0.34  -3.32  2.33
H  -0.21  -4.13  0.85
C  0.50  -5.55  -1.53
C  1.21  -5.71  -2.86
C  0.23  -6.36  -3.85
C  2.42  -6.64  -2.67
C  1.69  -4.37  -3.42
C  2.24  -4.33  -4.72
C  2.67  -3.15  -5.29
C  2.53  -1.97  -4.57
S  2.89  -0.34  -5.01
C  2.30  0.20  -3.43
N  1.92  -0.75  -2.64
C  2.02  -1.98  -3.27
C  1.61  -3.19  -2.70
C  2.22  1.66  -3.15
C  3.11  2.51  -3.81
C  3.05  3.87  -3.58
C  2.10  4.36  -2.67
C  1.24  3.47  -2.02
C  1.23  2.08  -2.24
H  0.13  -6.52  -1.18
H  -0.36  -4.88  -1.62
H  1.16  -5.15  -0.75
H  -0.16  -7.29  -3.43
H  0.70  -6.59  -4.80
H  -0.62  -5.69  -4.04
H  2.10  -7.59  -2.24
H  3.15  -6.18  -1.99
H  2.92  -6.84  -3.62
H  2.32  -5.24  -5.29
H  3.06  -3.15  -6.30
H  1.19  -3.16  -1.70
H  3.86  2.12  -4.49
H  3.73  4.55  -4.07
H  2.05  5.42  -2.47
H  0.53  3.90  -1.31
Br  -1.35  -3.32  -6.24
C  -1.42  -2.27  -4.67
C  -1.98  -2.80  -3.52
C  -2.02  -1.98  -2.40
N  -1.55  -0.74  -2.37
C  -1.00  -0.26  -3.49
C  -0.92  -0.98  -4.67
H  -2.38  -3.80  -3.50
H  -2.45  -2.35  -1.48
H  -0.58  0.74  -3.41
H  -0.46  -0.56  -5.55
F  0.54  5.76  2.99
C  1.07  4.54  2.87
F  2.25  4.69  2.23
F  1.35  4.11  4.11
C  0.15  3.55  2.09
O  -0.64  4.05  1.28
O  0.34  2.34  2.36

***

Record 3
Entry from the Open Molecules 2025 dataset: a molecular structure, C17H29N4O2PPtS (the ωB97M-V functional and the def2-TZVPD basis).

Calculated values
charge: +2
strongest force on any atom: 0.73 eV/Å
Kohn-Sham gap (alpha / beta): 8.04 / 7.10 eV
calculated total energy: -1893.01899 Eh
spin multiplicity: 3
relative energy (zero: lowest compared OMol25 entry of this formula, charge and spin): 0.2185 eV

Cartesian coordinates (Å):
Pt  -1.49  1.20  1.43
C  4.00  -4.80  -2.00
C  3.08  -3.65  -1.72
C  1.83  -3.87  -1.12
C  0.97  -2.83  -0.87
C  1.35  -1.54  -1.23
C  2.58  -1.29  -1.82
C  3.43  -2.35  -2.06
S  0.28  -0.20  -0.92
O  0.95  1.03  -1.23
O  -1.00  -0.42  -1.59
N  -0.11  -0.31  0.68
C  0.85  -0.08  1.67
C  2.12  -0.60  1.81
C  2.84  -0.24  2.94
C  2.28  0.61  3.89
C  1.01  1.09  3.67
N  0.32  0.75  2.58
H  3.91  -5.58  -1.25
H  5.04  -4.47  -2.04
H  3.76  -5.24  -2.97
H  1.55  -4.88  -0.83
H  0.01  -3.00  -0.39
H  2.86  -0.27  -2.09
H  4.40  -2.16  -2.52
H  2.53  -1.27  1.07
H  3.84  -0.63  3.08
H  2.82  0.89  4.78
H  0.52  1.75  4.38
C  -1.71  4.68  1.39
P  -0.87  3.30  0.57
C  -1.20  3.51  -1.19
C  0.89  3.63  0.78
H  -1.36  5.62  0.98
H  -1.51  4.66  2.46
H  -2.79  4.61  1.24
H  -0.86  4.50  -1.52
H  -2.27  3.45  -1.39
H  -0.67  2.75  -1.75
H  1.14  4.60  0.35
H  1.47  2.85  0.27
H  1.15  3.63  1.84
N  -3.32  -1.30  -2.08
C  -4.28  -1.28  -0.91
C  -3.58  -0.74  0.33
N  -3.46  0.74  0.42
H  -3.71  -1.80  -2.88
H  -2.42  -1.72  -1.81
H  -3.07  -0.37  -2.40
H  -4.58  -2.31  -0.74
H  -5.16  -0.71  -1.22
H  -2.58  -1.15  0.34
H  -4.09  -1.09  1.23
H  -4.30  1.13  0.84
H  -3.34  1.19  -0.48

***

Record 4
Entry from the Open Molecules 2025 dataset: a molecular structure, C34H42CdN2Si (the ωB97M-V functional and the def2-TZVPD basis).

Calculated values
strongest force on any atom: 4.93 eV/Å
Kohn-Sham gap: 6.42 eV
calculated total energy: -1887.38332 Eh
relative energy (zero: lowest compared OMol25 entry of this formula, charge and spin): 0.4027 eV

Cartesian coordinates (Å):
Cd  6.77  3.55  18.78
C  12.45  3.05  13.79
C  11.60  4.10  14.48
C  10.51  4.66  13.89
C  10.23  4.67  12.35
C  9.62  5.45  14.62
C  8.38  5.99  13.94
C  9.89  5.82  15.98
C  9.09  6.88  16.66
C  11.05  5.26  16.56
C  11.32  5.54  18.01
C  11.92  4.40  15.80
C  13.19  3.92  16.37
H  12.13  2.76  12.77
H  12.44  2.17  14.41
H  13.54  3.38  13.60
H  9.86  5.60  11.98
H  9.50  3.87  12.04
H  11.16  4.32  11.77
H  7.93  5.22  13.33
H  8.64  6.80  13.23
H  7.62  6.32  14.70
H  8.95  7.79  16.06
H  9.55  7.27  17.67
H  8.01  6.53  16.83
H  11.81  4.70  18.53
H  10.35  5.66  18.52
H  11.92  6.47  18.04
H  13.14  3.55  17.42
H  13.90  4.76  16.28
H  13.60  3.13  15.78
C  6.38  2.55  23.39
C  6.92  1.30  23.53
C  7.37  0.68  22.37
C  7.43  1.44  21.12
N  6.71  2.59  21.03
C  6.18  3.12  22.14
C  8.27  0.97  20.08
C  8.89  -0.29  20.22
C  9.72  -0.79  19.19
C  9.91  0.01  18.05
C  9.25  1.27  17.98
N  8.43  1.79  18.94
H  6.12  3.08  24.32
H  7.13  0.94  24.55
H  7.54  -0.38  22.24
H  5.55  3.96  21.98
H  8.59  -0.90  21.05
H  10.18  -1.75  19.25
H  10.45  -0.29  17.16
H  9.50  1.97  17.11
C  3.53  5.19  18.04
Si  3.62  3.60  17.10
C  2.23  2.60  17.89
C  3.29  4.11  15.30
C  5.25  2.79  17.25
H  2.58  5.70  17.85
H  4.23  5.99  17.67
H  3.77  5.12  19.12
H  1.41  3.29  17.54
H  2.30  2.63  18.96
H  1.96  1.58  17.42
H  3.89  3.62  14.50
H  3.48  5.21  15.28
H  2.21  4.03  15.02
H  5.86  2.75  16.36
H  5.03  1.79  17.62
C  6.80  5.59  19.54
C  6.91  6.71  20.03
C  7.11  7.97  20.73
C  8.01  8.02  21.80
C  8.18  9.12  22.60
C  7.51  10.33  22.29
C  6.64  10.32  21.20
C  6.45  9.20  20.42
H  8.54  7.06  22.03
H  8.91  9.08  23.38
H  7.74  11.21  22.96
H  6.21  11.25  20.82
H  5.90  9.34  19.49